[1]
# C7H10N2

A cluster of 2 separate species, C7H10N2 in total at a distorted geometry (ωB97M-V/def2-TZVPD, the Open Molecules 2025 dataset).

Computed properties:
HOMO (alpha / beta) (eV): -8.07 / -7.72
LUMO level (alpha / beta) (eV): 0.775 / 0.133
Gap between HOMO and LUMO (alpha / beta) (eV): 8.84 / 7.86
Relative energy (zero: lowest compared OMol25 entry of this formula, charge and spin) (kJ/mol): 839.7

Each line ends with the natural charge from an NBO analysis.
Positions of all 19 atoms, in Å:
C  -1.36137  -0.89613  0.45201  -0.331
C  -1.75350  -1.75292  -0.46409  -0.138
C  0.17861  0.31140  -1.01985  -0.317
C  -0.40274  0.13833  0.15467  0.126
C  -1.14071  -1.81374  -1.77623  -0.438
C  0.13754  -0.92719  -1.93841  -0.443
C  0.80541  2.27584  2.29618  0.119
N  1.96097  2.79708  1.72033  -0.479
N  1.93967  1.68456  2.76260  -0.498
H  -1.70684  -0.93253  1.42650  0.214
H  -2.55467  -2.37562  -0.37375  0.201
H  0.67236  1.18241  -1.43529  0.219
H  -1.02765  -2.90169  -2.07055  0.232
H  -2.00595  -1.50366  -2.54276  0.207
H  0.50972  -0.59724  -2.94748  0.224
H  1.04420  -1.55126  -1.72407  0.211
H  0.04158  2.77317  2.81103  0.173
H  2.32141  2.15341  0.98196  0.366
H  2.34195  1.93578  3.68719  0.353

Atomic forces in eV per Å
C 1.10 0.63 0.27
C 1.42 1.00 -0.44
C -0.25 -0.95 -0.08
C 0.20 0.64 -0.96
C -0.99 0.36 -3.72
C 1.68 -0.49 -0.49
C -0.11 -1.29 -0.86
N 1.50 -0.77 -0.47
N 0.84 -0.68 1.45
H -1.05 -0.08 1.75
H -2.05 -1.75 0.89
H 0.06 0.08 0.46
H 0.50 1.22 0.31
H 1.70 -0.29 1.27
H -1.46 -0.32 0.39
H -0.72 0.19 0.54
H -0.85 0.87 0.56
H -0.87 1.23 -0.08
H -0.65 0.41 -0.80

***

[2]
# C56H44O2P2PtS

A structure of composition C56H44O2P2PtS (ωB97M-V/def2-TZVPD, the Open Molecules 2025 dataset).

Computed properties:
Net charge: +4
HOMO (alpha / beta) (eV): -17.91 / -17.91
LUMO level (alpha / beta) (eV): -13.219 / -13.217
Gap between HOMO and LUMO (alpha / beta) (eV): 4.69 / 4.70
Relative energy (zero: lowest compared OMol25 entry of this formula, charge and spin) (kJ/mol): 286.1

Each line ends with the Mulliken charge.
Positions of all 106 atoms, in Å:
Pt  0.22724  -0.60736  -0.63992  3.432
O  -0.85907  -2.43539  1.71443  -0.605
S  -0.09143  -1.22121  1.54198  1.309
C  1.45206  -1.38678  2.37153  -0.152
C  1.23915  -2.03906  3.59603  -0.737
C  2.20849  -2.12693  4.58805  -1.550
C  3.42639  -1.52850  4.34778  0.269
C  4.64129  -1.41138  5.21478  -0.789
C  5.67439  -0.65997  4.34804  -0.767
C  4.98825  -0.43080  3.03863  0.018
C  5.45398  0.14343  1.87583  -1.337
C  4.60906  0.13670  0.77502  -0.328
C  3.29329  -0.36757  0.80048  0.298
P  2.54902  -0.54152  -0.77117  0.905
C  1.86740  -2.15516  -1.15578  0.106
C  1.97650  -3.30131  -0.31171  0.043
C  1.68822  -4.54668  -0.80422  -0.936
C  1.29186  -4.69595  -2.14032  -0.549
C  1.16957  -3.59632  -2.99022  -1.138
C  1.44329  -2.33601  -2.51077  -0.323
C  3.43731  0.22460  -2.09056  0.825
C  4.09894  -0.54427  -3.05542  -0.500
C  4.83031  0.09655  -4.04305  -0.851
C  4.90790  1.48328  -4.06123  -0.648
C  4.26109  2.24675  -3.09138  -0.795
C  3.52410  1.62488  -2.10102  -0.149
C  2.73930  -0.86557  2.03085  -0.352
C  3.66585  -0.93041  3.09290  0.797
C  -0.89994  0.14738  2.22687  0.135
C  -0.32238  0.88303  3.26144  -0.109
C  -1.05391  1.80088  4.01247  -1.418
C  -2.40033  1.95059  3.73211  0.437
C  -3.46311  2.77600  4.39265  -0.774
C  -4.75948  2.47698  3.59706  -0.699
C  -4.33460  1.52871  2.51243  0.003
C  -5.03438  0.94019  1.48130  -1.156
C  -4.32734  0.13645  0.58099  0.277
C  -2.96708  -0.16295  0.71415  -0.157
P  -2.19363  -1.04037  -0.63863  0.655
C  -2.60371  -2.77766  -0.61168  1.214
C  -2.06272  -3.64489  -1.56439  -0.364
C  -2.44863  -4.97231  -1.58748  -1.026
C  -3.36042  -5.44732  -0.64943  -0.810
C  -3.88330  -4.59363  0.31205  -0.903
C  -3.50638  -3.26069  0.33843  -0.642
C  -2.75609  -0.23487  -2.14319  1.079
C  -3.03762  1.13928  -2.11120  -0.434
C  -3.51187  1.77594  -3.24576  -0.841
C  -3.69022  1.05873  -4.42425  -0.774
C  -3.40292  -0.30107  -4.46541  -0.799
C  -2.94179  -0.95118  -3.33246  -0.972
C  -2.25174  0.36626  1.81826  -1.259
C  -2.96349  1.24251  2.65184  0.905
H  0.26316  -2.46483  3.79307  0.765
H  1.98257  -2.62856  5.51947  0.514
H  4.99240  -2.40053  5.51573  0.387
H  4.40408  -0.88020  6.13851  0.390
H  6.59524  -1.22859  4.20445  0.388
H  5.97432  0.29309  4.78978  0.389
H  6.45575  0.54223  1.79120  0.539
H  4.99754  0.51493  -0.16211  0.592
H  2.32014  -3.18881  0.70729  0.552
H  1.78774  -5.41803  -0.17144  0.551
H  1.09031  -5.68995  -2.52092  0.521
H  0.87848  -3.73142  -4.02375  0.533
H  1.41171  -1.48794  -3.18594  0.515
H  4.07001  -1.62645  -3.02391  0.538
H  5.35518  -0.48656  -4.78759  0.514
H  5.49092  1.97627  -4.82820  0.476
H  4.34464  3.32520  -3.10832  0.512
H  3.03497  2.21705  -1.33419  0.577
H  0.71169  0.70636  3.52741  0.481
H  -0.57580  2.33227  4.82474  0.564
H  -3.19786  3.83520  4.37285  0.310
H  -3.55268  2.50784  5.44760  0.348
H  -5.20871  3.37844  3.17690  0.366
H  -5.52730  2.01852  4.22391  0.349
H  -6.09389  1.10695  1.33625  0.550
H  -4.86583  -0.26533  -0.27084  0.732
H  -1.35158  -3.28404  -2.29411  0.456
H  -2.05720  -5.63930  -2.34491  0.537
H  -3.66676  -6.48463  -0.67364  0.464
H  -4.59168  -4.96515  1.03986  0.494
H  -3.91699  -2.60529  1.09498  0.402
H  -2.91826  1.70813  -1.19734  0.415
H  -3.75705  2.82946  -3.20702  0.516
H  -4.07172  1.55460  -5.30723  0.464
H  -3.56798  -0.86265  -5.37512  0.520
H  -2.78349  -2.01762  -3.37036  0.448
C  0.09368  1.73590  -2.90240  -1.241
C  -0.21477  2.25002  -1.53261  0.854
O  -0.19791  1.48015  -0.52846  -0.979
C  -0.54726  3.64020  -1.32766  0.747
C  -0.58660  4.53080  -2.41311  -0.407
C  -0.90800  5.85802  -2.20769  -1.205
C  -1.19419  6.30626  -0.92284  -0.502
C  -1.16209  5.43116  0.16245  -0.946
C  -0.84240  4.10518  -0.03369  0.136
H  0.35003  0.67264  -2.87371  -0.562
H  0.93093  2.27511  -3.34697  0.634
H  -0.77472  1.85590  -3.55207  0.516
H  -0.36858  4.19309  -3.41790  0.429
H  -0.93548  6.54632  -3.04095  0.483
H  -1.44271  7.34744  -0.76326  0.454
H  -1.38363  5.79990  1.15449  0.501
H  -0.80901  3.41715  0.80165  0.352

Atomic forces in eV per Å
Pt 0.10 0.10 0.13
O 0.06 -0.01 -0.08
S -0.11 0.00 0.21
C 0.14 0.05 -0.01
C -0.04 0.00 -0.03
C 0.01 0.01 -0.01
C 0.00 0.01 0.01
C 0.00 -0.01 0.00
C -0.01 0.02 0.00
C -0.01 -0.03 0.01
C 0.00 0.00 -0.01
C -0.01 0.01 0.02
C 0.02 -0.03 0.02
P -0.13 0.20 0.09
C -0.26 -0.13 -0.13
C -0.02 0.07 0.00
C 0.00 -0.02 -0.06
C 0.04 0.03 0.02
C -0.04 -0.08 0.00
C 0.08 -0.03 -0.01
C 0.04 -0.04 -0.05
C 0.02 0.03 0.01
C 0.00 -0.02 0.01
C 0.01 0.02 0.01
C 0.01 0.00 -0.02
C -0.04 -0.02 0.00
C -0.08 0.00 -0.03
C 0.02 -0.01 0.02
C 0.05 -0.03 -0.13
C 0.06 0.02 0.05
C -0.02 0.02 0.01
C 0.02 -0.04 -0.04
C -0.02 0.00 0.00
C -0.01 -0.01 0.00
C -0.03 -0.02 -0.03
C 0.02 0.01 0.00
C 0.03 0.05 0.03
C 0.04 0.05 0.03
P 0.07 -0.04 -0.01
C -0.01 0.00 0.02
C 0.01 -0.04 0.03
C 0.01 0.01 -0.01
C -0.01 0.00 -0.01
C 0.01 0.00 0.01
C -0.03 0.02 0.00
C 0.06 -0.04 -0.01
C -0.02 0.03 -0.02
C 0.01 -0.02 0.05
C 0.00 -0.02 -0.01
C 0.01 0.00 0.00
C -0.03 0.06 -0.02
C -0.05 -0.04 -0.04
C 0.01 0.01 0.02
H -0.01 0.01 -0.01
H 0.00 0.00 0.00
H 0.00 0.00 0.00
H 0.00 0.00 0.00
H 0.00 0.00 0.00
H 0.01 0.00 0.00
H 0.00 0.00 0.00
H 0.00 -0.02 0.02
H -0.01 0.00 0.02
H -0.01 0.00 0.01
H 0.00 0.00 -0.02
H 0.00 -0.02 0.01
H -0.03 0.04 0.01
H 0.01 0.01 -0.01
H 0.00 0.00 0.00
H -0.01 0.00 0.00
H 0.00 0.00 0.01
H -0.01 0.00 0.00
H -0.01 0.00 -0.01
H -0.01 -0.01 -0.01
H 0.00 -0.01 0.00
H 0.00 0.00 -0.01
H 0.01 -0.01 0.01
H 0.02 0.01 -0.01
H 0.02 0.00 0.01
H 0.00 0.00 0.01
H 0.04 0.04 -0.03
H 0.00 0.00 0.01
H 0.00 0.00 0.00
H 0.00 0.00 0.00
H 0.00 0.00 -0.01
H -0.01 -0.02 0.02
H 0.00 0.00 0.00
H 0.00 0.00 0.00
H 0.00 0.01 0.00
H 0.02 -0.06 0.02
C 0.07 -0.07 0.02
C 0.01 0.03 0.10
O 0.00 -0.05 -0.23
C -0.01 -0.02 0.01
C 0.00 0.00 -0.03
C -0.01 0.00 0.01
C 0.01 0.01 0.00
C 0.00 -0.02 0.00
C 0.00 0.03 0.01
H -0.02 -0.02 0.02
H -0.02 0.04 0.02
H 0.02 0.00 0.00
H 0.00 0.01 0.01
H 0.00 0.00 0.00
H 0.00 0.00 0.00
H 0.00 0.00 0.00
H 0.00 0.01 0.00

***

Q: The lowest relative energy (zero: lowest compared OMol25 entry of this formula, charge and spin) belongs to which entry?
A: C56H44O2P2PtS

***

Q: Among the records above, which one has the lowest relative energy (zero: lowest compared OMol25 entry of this formula, charge and spin)?
A: C56H44O2P2PtS

***

Copy entry 1 word for word.
# C7H10N2

A cluster of 2 separate species, C7H10N2 in total at a distorted geometry (ωB97M-V/def2-TZVPD, the Open Molecules 2025 dataset).

Computed properties:
HOMO (alpha / beta) (eV): -8.07 / -7.72
LUMO level (alpha / beta) (eV): 0.775 / 0.133
Gap between HOMO and LUMO (alpha / beta) (eV): 8.84 / 7.86
Relative energy (zero: lowest compared OMol25 entry of this formula, charge and spin) (kJ/mol): 839.7

Each line ends with the natural charge from an NBO analysis.
Positions of all 19 atoms, in Å:
C  -1.36137  -0.89613  0.45201  -0.331
C  -1.75350  -1.75292  -0.46409  -0.138
C  0.17861  0.31140  -1.01985  -0.317
C  -0.40274  0.13833  0.15467  0.126
C  -1.14071  -1.81374  -1.77623  -0.438
C  0.13754  -0.92719  -1.93841  -0.443
C  0.80541  2.27584  2.29618  0.119
N  1.96097  2.79708  1.72033  -0.479
N  1.93967  1.68456  2.76260  -0.498
H  -1.70684  -0.93253  1.42650  0.214
H  -2.55467  -2.37562  -0.37375  0.201
H  0.67236  1.18241  -1.43529  0.219
H  -1.02765  -2.90169  -2.07055  0.232
H  -2.00595  -1.50366  -2.54276  0.207
H  0.50972  -0.59724  -2.94748  0.224
H  1.04420  -1.55126  -1.72407  0.211
H  0.04158  2.77317  2.81103  0.173
H  2.32141  2.15341  0.98196  0.366
H  2.34195  1.93578  3.68719  0.353

Atomic forces in eV per Å
C 1.10 0.63 0.27
C 1.42 1.00 -0.44
C -0.25 -0.95 -0.08
C 0.20 0.64 -0.96
C -0.99 0.36 -3.72
C 1.68 -0.49 -0.49
C -0.11 -1.29 -0.86
N 1.50 -0.77 -0.47
N 0.84 -0.68 1.45
H -1.05 -0.08 1.75
H -2.05 -1.75 0.89
H 0.06 0.08 0.46
H 0.50 1.22 0.31
H 1.70 -0.29 1.27
H -1.46 -0.32 0.39
H -0.72 0.19 0.54
H -0.85 0.87 0.56
H -0.87 1.23 -0.08
H -0.65 0.41 -0.80

***

Q: Which of these has the lowest relative energy (zero: lowest compared OMol25 entry of this formula, charge and spin)?
A: C56H44O2P2PtS